Formula: C39H41B2BrClIO13
Source: the Open Molecules 2025 dataset
Level of theory: wB97M-V/def2-TZVPD

Structure (XYZ):
```
98
Properties=species:S:1:pos:R:3:mulliken_charge:R:1
C -4.80847 -0.62268 7.30949 0.171
C -4.00739 -1.26287 6.70597 -1.311
C -2.97820 -2.05928 6.04296 0.008
C -2.23396 -1.19050 5.03010 0.415
C -3.00890 -0.35359 4.23568 -1.209
C -2.38884 0.45328 3.32129 0.632
C -1.01814 0.48004 3.15983 1.023
C -0.22556 -0.34603 3.94257 0.299
C 1.27857 -0.34563 3.76966 -0.398
C 2.06064 0.62022 4.64432 0.569
O 3.13785 0.99616 4.34340 -0.477
Br 1.21024 1.21983 6.29736 -0.167
C -0.84867 -1.19800 4.86569 0.999
C 0.00221 -2.13641 5.70056 -2.192
C 0.34299 -3.47024 5.00393 -0.335
C -0.79251 -4.11465 4.20186 -0.798
I 0.90361 -4.85236 6.60182 0.057
C -0.46986 1.40354 2.12673 -1.094
O 0.53744 2.04749 2.31590 -0.582
C -1.29735 1.48208 0.87055 0.368
C -0.74026 1.59308 -0.39813 0.518
C 0.75682 1.66937 -0.59181 -1.542
C 1.45823 0.32947 -0.38378 1.377
C 2.91854 0.33526 -0.77687 0.445
C 3.56165 1.43032 -1.32393 -0.247
C 4.89763 1.37930 -1.67863 -1.013
C 5.64305 0.23485 -1.47133 -0.526
C 5.00908 -0.86095 -0.91837 -0.567
C 3.67966 -0.80749 -0.57431 -0.399
C -1.61805 1.60577 -1.49230 0.763
C -1.09859 1.66482 -2.91405 -1.656
C -1.03291 3.07641 -3.44338 0.648
O -1.96344 3.62167 -3.94009 -0.467
Cl 0.51729 3.95688 -3.33529 -0.188
C -2.99854 1.53893 -1.30803 -0.221
B -3.98125 1.52914 -2.54837 0.526
C -5.04440 2.64637 -2.87845 -1.134
O -3.87400 0.44265 -3.38632 -0.640
C -3.53504 1.46982 -0.02285 0.065
B -5.09806 1.38134 0.23304 0.605
O -5.86625 2.49167 0.27137 -0.583
O -5.67483 0.11904 0.44527 -0.621
C -2.67096 1.43453 1.04653 0.896
C -3.18898 1.34232 2.43468 -0.653
O -4.16093 1.94965 2.81763 -0.607
H -5.40923 0.03390 7.88353 0.478
H -2.33932 -2.45205 6.82048 0.264
H -3.50026 -2.84635 5.50062 0.358
H -4.08386 -0.32345 4.32164 0.673
H 1.50193 -0.12335 2.73732 -0.801
H 1.63095 -1.35893 3.93288 0.350
H -0.45209 -2.35853 6.65342 0.858
H 0.93690 -1.64156 5.93737 0.438
H 1.23202 -3.41315 4.38853 0.479
H -0.65102 -3.98316 3.13218 0.288
H -0.83331 -5.17866 4.39410 0.428
H -1.76949 -3.71972 4.45048 0.056
H 0.98344 2.10830 -1.54778 0.227
H 1.14424 2.35960 0.14906 0.747
H 0.93214 -0.49998 -0.85421 0.642
H 1.46159 0.14514 0.68867 -1.278
H 3.05741 2.36715 -1.49312 0.340
H 5.36815 2.24540 -2.11784 0.478
H 6.68651 0.20518 -1.74247 0.486
H 5.54656 -1.78333 -0.74437 0.359
H 3.19344 -1.66479 -0.12496 0.393
H -1.70604 1.08393 -3.59257 0.401
H -0.10494 1.22795 -2.94345 0.626
H -6.01149 2.15380 -3.01870 0.345
H -4.80690 3.21551 -3.77286 0.373
H -5.17846 3.29736 -2.02207 0.377
H -4.32414 0.65453 -4.21391 0.253
H -6.74397 2.28458 0.61496 0.309
H -6.03470 -0.20372 -0.38941 0.293
C -3.93965 -6.28817 -5.10552 -0.630
O -4.77855 -5.13176 -5.09006 -0.336
C -4.59762 -4.33922 -4.03402 0.738
O -3.81547 -4.52286 -3.13905 -0.540
O -5.43443 -3.30747 -4.14217 -0.328
C -5.34549 -2.36809 -3.06884 -0.522
H -4.18810 -6.83829 -6.00845 0.217
H -2.89023 -6.00130 -5.13553 0.296
H -4.13311 -6.91483 -4.23702 0.294
H -4.35400 -1.92910 -3.02121 0.249
H -5.59659 -2.84412 -2.12121 0.324
H -6.07081 -1.58531 -3.27698 0.235
C 9.30103 2.53020 -6.14201 -0.621
O 9.94421 3.31319 -5.13481 -0.330
C 9.39722 3.20416 -3.92509 0.825
O 8.44610 2.52438 -3.63970 -0.534
O 10.08442 3.97713 -3.08607 -0.308
C 9.60231 3.95690 -1.74078 -0.597
H 9.84177 2.71116 -7.06640 0.218
H 9.35173 1.47119 -5.89618 0.290
H 8.26442 2.83825 -6.26460 0.291
H 9.66456 2.95293 -1.32520 0.278
H 8.57741 4.32014 -1.69421 0.283
H 10.24544 4.62187 -1.17190 0.207
```

Results
**F_max**: 1.4 eV/Å
**2S+1**: 1
**LUMO energy**: -0.0301 Eh
**SMILES string**: C#CCc1cc2c(c(CC(=O)Br)c1C[C@H](C)I)C(=O)c1c(CCc3ccccc3)c(CC(=O)Cl)c(B(C)O)c(B(O)O)c1C2=O.COC(=O)OC.COC(=O)OC